Entry 1:
92
Properties=species:S:1:pos:R:3 method="wB97M-V/def2-TZVPD" spin_multiplicity=1 charge=+1 total_energy_ha=-2035.206072
C 1.36536 2.40400 4.70584
O 0.17080 2.71614 4.03227
C -0.02920 4.07709 3.70155
C -0.41254 4.27219 2.23903
C 0.38272 3.37938 1.28326
C -0.20124 1.96425 1.14574
C -1.20298 1.83323 -0.02207
C -1.14139 0.44953 -0.69309
C -2.15501 -0.51197 -0.05639
C -1.82586 -1.98787 -0.26036
N -1.24718 -2.59991 0.98539
C 0.09734 -2.90538 0.89114
N 1.00210 -2.13397 1.56122
B 1.06035 -2.44941 3.03146
N 1.50303 -1.45747 3.98166
O 0.61930 -3.69513 3.37946
N 0.47648 -3.92381 0.16680
O 1.78127 -4.30068 0.04651
B 2.41257 -3.84137 -1.15448
O 2.35748 -4.63867 -2.26182
O 2.98279 -2.61129 -1.09014
H 1.15099 2.05044 5.71354
H 2.05434 3.24471 4.75105
H 1.86902 1.59331 4.17713
H -0.84398 4.46092 4.32102
H 0.84265 4.69548 3.90775
H -0.16010 5.30081 1.99770
H -1.47160 4.08746 2.06780
H 1.42577 3.32808 1.58978
H 0.36740 3.83816 0.29614
H 0.60098 1.24158 1.01064
H -0.72655 1.71375 2.06078
H -2.20547 1.99209 0.36943
H -1.01279 2.58300 -0.78579
H -1.42141 0.58146 -1.73559
H -0.13534 0.04157 -0.62462
H -3.11883 -0.32066 -0.52544
H -2.27364 -0.30012 1.00217
H -2.75053 -2.51589 -0.45372
H -1.18946 -2.14094 -1.12574
H -1.79405 -3.38582 1.31330
H 1.91909 -2.22893 1.12143
H 1.21369 -1.73574 4.91100
H 2.51079 -1.34827 3.98987
H 1.05975 -4.02194 4.16236
H -0.21502 -4.47063 -0.33230
H 3.23297 -4.89831 -2.55741
H 3.82228 -2.61398 -1.56775
N -2.95291 -3.44907 -2.86247
C -2.54349 -4.42934 -3.66876
C -3.25523 -4.86405 -4.77424
C -4.46378 -4.24913 -5.06153
C -4.90696 -3.22897 -4.23608
C -4.11668 -2.86965 -3.15697
H -1.59296 -4.88766 -3.41344
H -2.87115 -5.66271 -5.39334
H -5.05032 -4.55927 -5.91614
H -5.84288 -2.71626 -4.41891
H -4.43034 -2.07173 -2.49052
N 2.16320 6.46815 2.35376
C 1.62006 7.68345 2.37423
C 2.34674 8.84760 2.56994
C 3.71490 8.74493 2.75827
C 4.29665 7.48784 2.74150
C 3.47967 6.38743 2.53509
H 0.54569 7.72174 2.22599
H 1.85092 9.80814 2.57457
H 4.31784 9.62961 2.91536
H 5.36069 7.36108 2.88461
H 3.89689 5.38608 2.51156
N 6.86074 -2.13514 -1.89446
C 7.63413 -2.35086 -0.83142
C 8.59712 -3.34655 -0.77098
C 8.76769 -4.16703 -1.87381
C 7.97330 -3.95658 -2.98931
C 7.04103 -2.93138 -2.94887
H 7.47207 -1.68642 0.00993
H 9.19910 -3.47165 0.11805
H 9.50990 -4.95423 -1.86614
H 8.07591 -4.56941 -3.87398
H 6.40725 -2.72761 -3.80598
N -7.51521 -0.88025 -3.68432
C -8.27042 -1.50658 -2.78349
C -8.85982 -0.87358 -1.70021
C -8.65138 0.48642 -1.53985
C -7.86737 1.15344 -2.46679
C -7.32635 0.42725 -3.51655
H -8.40875 -2.57069 -2.94337
H -9.46698 -1.43367 -1.00283
H -9.09421 1.01792 -0.70774
H -7.67974 2.21466 -2.38173
H -6.71168 0.91331 -4.26614


Entry 2:
83
Properties=species:S:1:pos:R:3 method="wB97M-V/def2-TZVPD" spin_multiplicity=6 charge=+1 total_energy_ha=-3292.656683
Fe -0.03235 -1.08337 -3.08867
C -0.23963 -2.74975 1.69224
C 1.09351 -2.82054 1.19336
C 1.03100 -1.23725 2.86733
C -0.27509 -1.77114 2.71344
C 1.88281 -1.88736 1.92252
C -1.39411 -3.55943 1.24084
H -1.18014 -4.07042 0.29748
H -2.30203 -2.95651 1.10780
H -1.61477 -4.30505 2.01631
C -1.46783 -1.42127 3.50487
H -2.34499 -1.29227 2.85981
H -1.32104 -0.49110 4.05996
H -1.70625 -2.21663 4.22631
C 1.46188 -0.27737 3.90000
H 1.95243 -0.79023 4.74162
H 0.60528 0.27884 4.29182
H 2.17129 0.45289 3.50095
C 3.34630 -1.73050 1.80211
H 3.80557 -2.39029 2.54786
H 3.69542 -0.71189 2.01834
H 3.72685 -2.02499 0.81506
C 1.62040 -3.80986 0.21581
H 1.98721 -4.69601 0.75665
H 2.46826 -3.41177 -0.37169
H 0.84761 -4.14251 -0.50001
C -1.25124 0.03851 -3.99396
C -1.54414 -1.38691 -4.05959
C -0.68471 -2.37561 -4.80299
C 0.83023 -2.02563 -5.01709
C 1.59075 -1.29581 -3.98621
C 1.41454 0.05346 -3.56148
C 0.97961 1.19490 -4.44816
C -0.44555 0.88395 -4.97603
H -1.08321 -2.47633 -5.82986
H 0.91628 -1.50894 -5.97750
H -0.77183 -3.37424 -4.34286
H -0.38341 0.40013 -5.96027
H -1.99365 0.66382 -3.47479
H -2.45516 -1.75475 -3.56809
H -0.96438 1.84168 -5.13369
H 0.97973 2.10413 -3.82985
H 2.03608 0.37489 -2.71463
H 1.69112 1.38944 -5.27459
H 1.33512 -3.00187 -5.15251
H 2.50869 -1.80024 -3.61411
P -1.67478 0.82182 -0.21784
P 1.94141 0.91023 0.20854
C -0.54092 1.88382 -1.21863
C 0.91710 2.12410 -0.76259
H -1.04116 2.87155 -1.23105
H -0.56925 1.50540 -2.25307
H 1.52568 2.36443 -1.64573
H 0.92143 3.01427 -0.11694
C 2.55132 2.02939 1.50127
H 3.30580 1.53323 2.11106
H 1.69763 2.31860 2.11986
H 2.98178 2.90570 1.01050
C 3.53714 0.79195 -0.71173
H 3.77065 1.75756 -1.15871
H 3.51616 0.02493 -1.49570
H 4.33897 0.51359 -0.01281
C -3.43403 0.77370 -0.78932
H -3.86596 -0.20522 -0.54087
H -3.52948 0.93837 -1.87226
H -4.01701 1.54456 -0.25612
C -1.11685 -0.83095 -0.68299
H -0.09505 -1.05805 -0.36162
H -1.26220 -0.95881 -1.79105
H -1.83701 -1.49004 -0.21771
O -2.84840 1.35913 2.32654
B -1.63687 1.34434 1.60149
O -0.62754 2.04840 2.31566
C -1.33410 2.78233 3.23278
C -0.87375 3.77656 4.06729
C -1.83622 4.33702 4.92409
C -3.17808 3.93726 4.89414
C -3.62755 2.93756 4.01800
C -2.66483 2.37149 3.22065
H 0.17074 4.08340 4.04544
H -1.51838 5.11322 5.62323
H -3.90896 4.40509 5.55495
H -4.65987 2.59131 3.94739


Entry 3:
92
Properties=species:S:1:pos:R:3 method="wB97M-V/def2-TZVPD" spin_multiplicity=1 charge=0 smiles="C=CC[C@](NP(C)CC)(B(N)O)[C@H](OCCC)OCCCCSC(=S)N(c1ccccc1)c1ccccc1.O=S1(=O)OCCO1" total_energy_ha=-3423.017511
C 4.66697 2.96703 3.55804
C 5.34274 2.78704 2.42944
C 5.70062 1.45479 1.85157
C 4.68298 0.86790 0.82773
N 4.89074 -0.55873 0.56474
P 4.84188 -1.58330 1.95206
C 6.63197 -1.87439 2.35258
C 4.38358 -3.24018 1.25219
C 3.93428 -3.26645 -0.21273
B 4.92138 1.64611 -0.58251
N 4.86519 0.92396 -1.86223
O 5.27702 2.96935 -0.62405
C 3.22781 1.14635 1.24804
O 2.36560 0.06154 1.10533
C 1.85093 -0.22337 -0.17757
C 1.08278 -1.55561 -0.15112
C 0.72595 -2.00723 1.25559
O 2.82738 2.29825 0.52135
C 1.72819 3.01766 1.08310
C 0.71032 3.39309 0.00007
C -0.71597 2.94539 0.31767
C -1.62026 2.97679 -0.92525
S -2.58068 1.47897 -1.15559
C -4.16019 1.95258 -0.55027
S -4.70254 3.48264 -0.55060
N -4.84834 0.79587 -0.10010
C -5.65002 0.16452 -1.13900
C -6.43287 0.88333 -2.04794
C -7.20836 0.19766 -2.99098
C -7.20614 -1.20126 -3.03134
C -6.41278 -1.91532 -2.12777
C -5.63146 -1.23277 -1.18512
C -5.58618 0.99792 1.13168
C -4.99337 0.49707 2.29464
C -5.64717 0.62397 3.52572
C -6.90322 1.23921 3.59117
C -7.49230 1.74206 2.42523
C -6.83711 1.61925 1.19665
H 4.22555 3.92635 3.77625
H 4.53588 2.19242 4.29789
H 5.69260 3.66493 1.90584
H 6.65085 1.56566 1.32979
H 5.87561 0.75447 2.66646
H 5.73303 -0.68364 0.01792
H 7.26074 -1.33121 1.64901
H 6.87227 -1.51993 3.34741
H 6.88777 -2.92270 2.24948
H 3.63671 -3.68092 1.90141
H 5.25552 -3.88234 1.34106
H 3.71431 -2.27819 -0.59760
H 4.67578 -3.73226 -0.85143
H 3.02777 -3.85567 -0.31732
H 5.47219 1.42544 -2.50574
H 3.93335 1.06647 -2.24256
H 4.79360 3.48834 0.02336
H 3.17095 1.39616 2.30320
H 2.65927 -0.30105 -0.90419
H 1.16002 0.55576 -0.48918
H 1.62892 -2.33995 -0.65688
H 0.13265 -1.40017 -0.65676
H 0.21501 -1.22556 1.80880
H 1.59731 -2.31687 1.82173
H 0.04773 -2.85454 1.20176
H 1.25026 2.43402 1.86345
H 2.12691 3.93632 1.50585
H 0.73141 4.47149 -0.13187
H 1.02750 2.96065 -0.94416
H -1.12818 3.59750 1.08052
H -0.67434 1.92791 0.69579
H -1.01935 3.10777 -1.82063
H -2.30045 3.81856 -0.89295
H -6.44807 1.96057 -2.02797
H -7.82513 0.75443 -3.67726
H -7.81516 -1.73372 -3.74299
H -6.41375 -2.98948 -2.16823
H -5.02905 -1.78995 -0.48652
H -4.03275 0.01492 2.21675
H -5.19852 0.22653 4.42137
H -7.40818 1.32887 4.53844
H -8.45870 2.21502 2.47413
H -7.29749 2.00148 0.30164
O -2.39768 -4.99358 -1.94009
S -1.20874 -4.32535 -2.32688
O -0.08164 -4.26612 -1.47225
O -1.59567 -2.85292 -2.80757
C -1.14365 -2.62256 -4.14786
C -1.17738 -3.99608 -4.78878
O -0.72364 -4.87370 -3.74771
H -0.12977 -2.21951 -4.11027
H -1.80392 -1.91058 -4.63451
H -0.51804 -4.08132 -5.64715
H -2.19153 -4.28383 -5.07237


Repeat the second record exactly.
83
Properties=species:S:1:pos:R:3 method="wB97M-V/def2-TZVPD" spin_multiplicity=6 charge=+1 total_energy_ha=-3292.656683
Fe -0.03235 -1.08337 -3.08867
C -0.23963 -2.74975 1.69224
C 1.09351 -2.82054 1.19336
C 1.03100 -1.23725 2.86733
C -0.27509 -1.77114 2.71344
C 1.88281 -1.88736 1.92252
C -1.39411 -3.55943 1.24084
H -1.18014 -4.07042 0.29748
H -2.30203 -2.95651 1.10780
H -1.61477 -4.30505 2.01631
C -1.46783 -1.42127 3.50487
H -2.34499 -1.29227 2.85981
H -1.32104 -0.49110 4.05996
H -1.70625 -2.21663 4.22631
C 1.46188 -0.27737 3.90000
H 1.95243 -0.79023 4.74162
H 0.60528 0.27884 4.29182
H 2.17129 0.45289 3.50095
C 3.34630 -1.73050 1.80211
H 3.80557 -2.39029 2.54786
H 3.69542 -0.71189 2.01834
H 3.72685 -2.02499 0.81506
C 1.62040 -3.80986 0.21581
H 1.98721 -4.69601 0.75665
H 2.46826 -3.41177 -0.37169
H 0.84761 -4.14251 -0.50001
C -1.25124 0.03851 -3.99396
C -1.54414 -1.38691 -4.05959
C -0.68471 -2.37561 -4.80299
C 0.83023 -2.02563 -5.01709
C 1.59075 -1.29581 -3.98621
C 1.41454 0.05346 -3.56148
C 0.97961 1.19490 -4.44816
C -0.44555 0.88395 -4.97603
H -1.08321 -2.47633 -5.82986
H 0.91628 -1.50894 -5.97750
H -0.77183 -3.37424 -4.34286
H -0.38341 0.40013 -5.96027
H -1.99365 0.66382 -3.47479
H -2.45516 -1.75475 -3.56809
H -0.96438 1.84168 -5.13369
H 0.97973 2.10413 -3.82985
H 2.03608 0.37489 -2.71463
H 1.69112 1.38944 -5.27459
H 1.33512 -3.00187 -5.15251
H 2.50869 -1.80024 -3.61411
P -1.67478 0.82182 -0.21784
P 1.94141 0.91023 0.20854
C -0.54092 1.88382 -1.21863
C 0.91710 2.12410 -0.76259
H -1.04116 2.87155 -1.23105
H -0.56925 1.50540 -2.25307
H 1.52568 2.36443 -1.64573
H 0.92143 3.01427 -0.11694
C 2.55132 2.02939 1.50127
H 3.30580 1.53323 2.11106
H 1.69763 2.31860 2.11986
H 2.98178 2.90570 1.01050
C 3.53714 0.79195 -0.71173
H 3.77065 1.75756 -1.15871
H 3.51616 0.02493 -1.49570
H 4.33897 0.51359 -0.01281
C -3.43403 0.77370 -0.78932
H -3.86596 -0.20522 -0.54087
H -3.52948 0.93837 -1.87226
H -4.01701 1.54456 -0.25612
C -1.11685 -0.83095 -0.68299
H -0.09505 -1.05805 -0.36162
H -1.26220 -0.95881 -1.79105
H -1.83701 -1.49004 -0.21771
O -2.84840 1.35913 2.32654
B -1.63687 1.34434 1.60149
O -0.62754 2.04840 2.31566
C -1.33410 2.78233 3.23278
C -0.87375 3.77656 4.06729
C -1.83622 4.33702 4.92409
C -3.17808 3.93726 4.89414
C -3.62755 2.93756 4.01800
C -2.66483 2.37149 3.22065
H 0.17074 4.08340 4.04544
H -1.51838 5.11322 5.62323
H -3.90896 4.40509 5.55495
H -4.65987 2.59131 3.94739